{"formula": "C22H35BBr3ClF9N4O8P2S2", "method": "ωB97M-V/def2-TZVPD", "total_charge": 1, "fmax_ev_per_a": 1.18, "e_lumo_ev": -3.393, "total_energy_ev": -333745.3269, "multiplicity": 1, "homo_lumo_gap_ev": 8.6, "symbols": ["H", "C", "C", "C", "F", "C", "C", "H", "H", "H", "H", "C", "F", "S", "H", "P", "F", "C", "C", "Br", "H", "H", "H", "S", "F", "O", "H", "H", "C", "H", "H", "O", "H", "B", "H", "H", "F", "O", "H", "C", "F", "H", "N", "O", "C", "P", "H", "H", "C", "C", "N", "O", "H", "Br", "H", "H", "O", "H", "H", "Cl", "H", "H", "C", "F", "C", "H", "H", "F", "O", "C", "O", "C", "F", "C", "H", "N", "C", "C", "N", "H", "H", "H", "C", "H", "H", "C", "Br"], "positions_angstrom": [[4.453, -3.443, 2.642], [1.284, 0.895, 0.243], [2.122, 4.340, -0.169], [-2.763, -1.794, 1.555], [-0.233, 0.614, -4.273], [1.609, 0.294, -1.248], [1.828, 1.456, -4.931], [-3.373, -2.538, 1.038], [5.071, -0.749, 1.350], [2.130, 5.272, -0.741], [-9.191, -2.251, 0.252], [-2.480, -0.600, 0.645], [1.219, 2.627, -5.093], [-3.015, -3.169, -1.906], [1.172, 1.538, 3.024], [-2.275, -1.409, -1.956], [1.495, -0.637, -3.916], [1.077, 1.210, -2.381], [0.702, 3.752, -0.186], [-9.394, -0.607, -1.577], [3.155, 1.885, 0.709], [6.224, -1.924, 1.958], [-5.651, -1.050, 3.174], [-5.027, 1.038, 2.406], [3.093, 1.643, -4.555], [3.671, -1.118, -2.515], [4.214, -1.890, -2.306], [-0.053, -1.767, 2.003], [5.232, -1.505, 2.123], [5.229, -0.982, 3.082], [-2.182, 0.283, 1.211], [-3.752, 1.480, 3.253], [-5.200, -1.056, 1.475], [0.423, 2.310, 0.397], [2.317, -2.836, 3.208], [2.404, 4.610, 0.847], [-0.231, 1.493, -2.085], [0.525, -5.206, -0.602], [0.050, 4.467, 0.330], [2.790, -2.068, 2.589], [1.714, 2.389, -2.429], [-3.934, 2.381, 3.574], [0.143, -4.394, -1.308], [-4.874, 1.473, 1.046], [-4.885, -0.733, 2.469], [3.484, -0.215, -1.176], [-1.272, -1.165, -2.889], [0.914, -0.549, 2.800], [4.135, -2.574, 2.066], [1.062, 0.634, -3.861], [0.368, -0.152, 0.799], [-0.721, 2.161, 1.138], [0.960, -2.600, -2.540], [-8.126, -0.284, 1.319], [2.949, -1.167, 3.193], [-3.194, -0.363, -2.094], [-6.202, 1.464, 3.111], [2.862, 3.695, -0.634], [3.626, 3.277, 2.540], [4.403, 1.512, -1.736], [-3.654, -2.181, 3.494], [2.141, -2.416, -1.233], [2.688, 2.953, 2.976], [2.694, -0.296, -6.288], [0.765, -1.061, 1.847], [4.004, -2.863, 1.020], [2.306, 3.460, 3.854], [0.702, 0.401, -6.763], [1.930, -1.773, 1.483], [-3.511, -1.343, 2.813], [0.283, -3.037, -0.665], [1.101, -2.257, -1.508], [2.410, 1.635, -7.165], [-0.241, -0.676, -0.311], [-1.846, -2.291, 1.869], [0.680, -0.855, -1.349], [2.455, 1.205, 1.195], [-8.519, -1.493, -0.121], [-1.520, -0.863, -0.440], [-0.932, 2.974, 1.611], [-2.913, -0.604, 3.347], [2.984, 0.303, 1.498], [2.022, 1.916, 2.464], [-3.417, -0.339, 0.147], [0.324, 3.743, -1.208], [1.896, 0.753, -6.323], [-6.909, -2.392, -0.704]], "forces_ev_per_a": [[-0.099, -0.059, -0.092], [-0.878, 0.635, -0.050], [-0.401, 0.413, -0.275], [-0.059, -0.183, 0.399], [0.105, -0.023, 0.068], [0.394, -0.179, 0.106], [-0.102, -0.611, -0.069], [0.145, 0.001, -0.144], [-0.005, 0.012, 0.019], [0.036, -0.041, 0.010], [0.014, -0.030, 0.008], [-0.680, -0.175, 0.197], [-0.201, 0.410, 0.045], [-0.037, 0.089, 0.008], [-0.161, 0.075, -0.242], [-0.313, -0.641, 0.083], [0.189, -0.033, 0.163], [0.204, 0.072, -0.111], [0.534, 0.048, 0.425], [0.013, -0.004, -0.004], [0.010, -0.206, -0.152], [-0.018, -0.048, 0.040], [0.012, 0.088, 0.046], [-0.974, 0.121, -0.650], [0.438, 0.108, 0.261], [-0.098, 0.008, -0.174], [0.096, 0.087, -0.133], [-0.006, 0.053, -0.071], [-0.160, 0.171, -0.098], [0.103, -0.125, 0.039], [0.407, -0.051, -0.136], [0.084, 0.331, 0.066], [-0.170, 0.048, 0.061], [-0.310, 0.174, -0.579], [-0.065, 0.104, 0.078], [0.193, -0.202, -0.022], [0.052, -0.010, 0.154], [-0.439, 0.159, 0.076], [-0.046, -0.113, 0.056], [0.138, -0.462, -0.152], [0.146, 0.102, 0.079], [0.059, -0.111, 0.100], [0.374, -0.310, -0.321], [0.401, -0.096, 0.291], [0.215, -0.472, 0.240], [-0.266, -0.298, 0.364], [0.150, 0.193, 0.088], [0.098, 0.269, -0.191], [0.224, 0.463, -0.002], [-0.694, -0.086, -0.190], [-0.025, 0.513, -0.018], [0.408, -0.276, 0.466], [0.062, 0.190, -0.044], [-0.183, 0.040, -0.034], [-0.156, 0.011, 0.053], [0.123, 0.187, 0.021], [0.375, -0.069, 0.093], [0.111, -0.123, 0.145], [-0.142, 0.289, -0.063], [0.003, 0.142, -0.047], [-0.046, -0.054, -0.130], [0.008, 0.282, 0.187], [-0.357, -0.599, -0.192], [0.160, -0.507, 0.108], [-0.008, -0.629, 0.252], [-0.079, -0.292, 0.118], [0.279, -0.080, 0.090], [-0.410, -0.249, -0.028], [0.066, 0.393, -0.061], [0.040, 0.502, -0.244], [0.314, 0.118, 0.330], [-0.434, -0.648, -0.351], [0.185, 0.333, -0.348], [0.397, -0.187, 0.256], [0.018, -0.027, -0.135], [-0.224, 0.173, -0.066], [0.233, -0.068, 0.509], [0.052, 0.024, -0.005], [0.392, -0.028, -0.240], [-0.358, 0.111, -0.409], [0.031, -0.134, 0.079], [0.098, -0.075, -0.260], [0.251, 0.433, 0.272], [0.075, 0.156, 0.000], [-0.051, -0.017, -0.100], [0.096, 0.521, 0.111], [0.044, -0.018, -0.024]]}

---

{"formula": "C22H35BO8", "method": "ωB97M-V/def2-TZVPD", "fmax_ev_per_a": 9.84, "e_lumo_ev": -1.700, "total_energy_ev": -40424.7060, "smiles": "Cc1ccc(C(C)C)c(OCC2=C(CB(O)O)C(=O)OC2=O)c1.CC(C)O.CC(C)O", "multiplicity": 1, "homo_lumo_gap_ev": 6.3, "symbols": ["H", "C", "O", "H", "O", "H", "H", "H", "C", "O", "H", "C", "O", "H", "H", "H", "C", "C", "H", "H", "B", "H", "H", "H", "C", "C", "H", "C", "C", "H", "O", "C", "C", "H", "C", "C", "H", "C", "H", "H", "H", "H", "O", "H", "C", "O", "H", "H", "C", "H", "O", "C", "H", "H", "C", "H", "H", "H", "C", "C", "C", "H", "H", "C", "H", "H"], "positions_angstrom": [[-2.721, 0.680, 2.516], [2.158, 0.307, -4.228], [0.473, 3.643, 1.682], [-3.774, 0.770, 7.340], [0.823, 2.018, -5.832], [0.447, 0.865, -2.793], [3.403, -2.743, -1.863], [0.706, -3.733, -3.859], [-0.175, -1.390, -1.574], [5.047, -0.254, -6.761], [-2.701, 1.778, 6.379], [-0.282, -0.355, -0.272], [5.662, -0.329, -1.677], [0.514, 0.489, -0.088], [5.427, -1.456, -4.391], [-1.419, 4.372, 1.447], [-2.647, -1.663, 0.746], [-1.484, -0.478, 0.878], [-3.831, -0.768, 5.473], [3.934, -2.573, -3.993], [4.642, -1.224, -2.259], [-3.231, -1.760, 7.596], [-1.068, 1.570, 2.015], [-1.033, 0.040, 3.115], [-0.212, 5.784, 2.533], [-2.536, -2.694, -0.557], [1.388, 3.969, 1.672], [3.438, -0.355, -4.599], [0.114, -4.417, -3.087], [-0.737, 6.178, -0.162], [3.745, -1.962, -1.300], [-1.366, -3.706, -2.904], [-2.726, 0.921, 7.061], [-2.102, -4.574, -2.549], [1.900, 1.264, -5.535], [4.360, -1.489, -3.857], [6.100, -0.882, -0.949], [3.951, 0.163, -6.072], [-1.801, -2.408, 6.804], [-2.604, -2.189, -4.253], [-3.339, -3.565, -0.666], [-1.016, -3.039, -5.056], [-2.912, -0.598, 5.207], [-1.125, -0.126, 6.074], [-0.079, 5.334, 0.066], [0.878, -1.319, -2.610], [0.041, -5.539, -3.414], [-0.874, 6.642, 2.379], [-1.599, 0.524, 2.186], [0.676, -4.269, -2.046], [3.016, 1.232, -6.537], [-1.337, -2.585, -1.708], [0.961, 5.678, 0.014], [-0.200, 4.575, -0.714], [-2.200, -1.522, 7.309], [-3.534, -1.774, 1.533], [-2.158, 1.173, 7.962], [2.046, 0.340, -1.944], [-2.159, -0.317, 6.384], [-0.390, 4.749, 1.434], [-1.954, -3.169, -4.342], [-1.617, -1.344, 8.217], [-2.611, -4.045, -4.807], [1.312, 0.067, -2.845], [-0.428, 5.346, 3.513], [0.823, 6.144, 2.569]], "forces_ev_per_a": [[2.329, -0.409, -0.873], [4.203, -1.978, -2.449], [0.138, -0.297, 0.046], [0.111, -0.115, 0.060], [7.488, -5.190, 2.238], [1.461, -1.898, -0.291], [0.320, 1.892, 1.544], [-1.128, -1.776, 1.481], [-3.218, -0.446, 2.782], [-7.980, 3.147, 4.822], [0.079, -0.130, 0.094], [-2.341, -2.463, -0.050], [-1.358, -3.568, -0.397], [-1.746, -1.870, -0.533], [-2.441, -0.069, 0.866], [0.219, -0.158, 0.037], [3.448, 0.313, -3.433], [-0.701, -2.485, -2.381], [0.426, 0.076, -0.060], [0.548, 2.187, 0.026], [-0.870, 0.041, 2.552], [0.052, 0.159, 0.033], [-1.195, -2.240, 0.075], [-1.292, 0.852, -2.076], [-0.208, 0.029, 0.311], [2.564, 2.740, 0.664], [-0.420, -0.111, 0.005], [-2.131, 0.968, 0.077], [0.101, 1.638, 0.509], [0.108, -0.075, -0.009], [2.110, -0.192, -3.717], [-0.294, -0.521, 0.573], [0.128, 0.353, -0.040], [1.513, 2.067, -0.468], [-5.149, 3.368, -1.482], [0.768, 0.790, -1.158], [-1.074, 1.423, -1.166], [3.938, -1.173, -2.256], [0.012, 0.169, 0.066], [1.475, -2.064, -0.170], [2.001, 2.110, 0.164], [-2.139, 0.109, 1.362], [-0.125, -0.040, -0.266], [-0.202, -0.060, -0.173], [-0.176, -0.084, -0.309], [-2.091, 1.556, 1.344], [0.210, 2.284, 0.599], [0.105, -0.064, 0.037], [0.776, -0.251, 0.010], [-1.155, -0.758, -2.250], [-0.023, -2.967, 3.496], [-0.464, 1.890, 2.592], [-0.093, 0.067, 0.126], [-0.070, 0.105, 0.127], [0.263, -0.270, 0.022], [2.272, 0.330, -1.925], [-0.101, -0.005, -0.073], [-1.335, -0.489, -2.085], [-0.569, -0.086, 0.394], [0.507, 0.467, -0.072], [0.402, -0.714, -0.181], [-0.091, -0.050, -0.068], [1.335, 1.998, 0.941], [0.898, 1.871, 0.654], [-0.045, 0.050, -0.166], [-0.081, 0.016, -0.149]]}

---

{"formula": "C22H35BaN2P", "method": "ωB97M-V/def2-TZVPD", "fmax_ev_per_a": 3.05, "e_lumo_ev": 0.067, "total_energy_ev": -36338.1331, "multiplicity": 1, "homo_lumo_gap_ev": 6.2, "symbols": ["C", "C", "H", "H", "H", "C", "C", "H", "C", "H", "C", "H", "H", "H", "H", "H", "H", "H", "H", "H", "Ba", "C", "H", "H", "H", "C", "H", "C", "C", "C", "C", "C", "H", "N", "C", "H", "H", "H", "H", "H", "C", "H", "H", "H", "C", "C", "H", "C", "N", "H", "H", "H", "C", "H", "C", "H", "H", "C", "C", "H", "P"], "positions_angstrom": [[0.131, -2.569, -1.067], [1.355, 0.775, -3.929], [-4.369, -2.134, -1.898], [0.515, 0.093, 5.324], [2.992, 1.933, 1.397], [0.948, -3.621, -1.439], [2.633, 0.408, -1.097], [0.471, -4.618, -1.592], [2.090, -1.023, -1.172], [3.962, -1.867, -1.757], [1.099, 0.469, 4.459], [-0.922, -0.975, 2.126], [-1.755, -2.763, 0.108], [1.813, -0.194, -3.702], [-1.122, 1.945, 4.607], [0.295, 3.257, -3.273], [-1.784, -3.533, -1.511], [-3.888, 1.023, 2.467], [0.251, 0.660, -3.861], [1.930, 2.479, -1.054], [-0.394, 0.379, 0.289], [2.303, -3.359, -1.665], [-2.382, -2.116, -3.850], [1.646, 3.348, -4.441], [-2.416, 1.681, 0.624], [-4.006, -1.225, -1.390], [-3.636, -0.481, 3.410], [-2.018, 1.370, 4.354], [2.995, 1.622, 3.537], [0.571, 0.312, 3.167], [1.742, 1.561, -1.649], [-1.424, -2.660, -0.945], [-4.199, -1.235, -0.285], [-1.889, 0.714, 3.038], [-1.854, -1.238, -3.450], [-2.210, -0.286, -3.907], [3.576, 0.422, -1.690], [-2.199, 0.627, 5.159], [-3.116, -0.394, 1.695], [0.646, 1.368, -1.573], [2.898, -2.102, -1.543], [2.958, -4.195, -1.976], [3.941, 2.160, 3.657], [-4.435, -0.286, -1.821], [1.391, 3.148, -3.398], [0.780, -1.379, -0.926], [1.588, 1.065, -4.961], [-3.198, 0.183, 2.636], [1.899, 1.822, -3.063], [-0.757, -1.309, -3.609], [1.886, 3.881, -2.747], [2.706, 1.255, 5.637], [1.299, 0.756, 2.107], [-0.989, -1.043, 3.850], [2.470, 1.476, 2.234], [2.916, 0.683, -0.058], [-2.886, 2.042, 4.337], [2.319, 1.124, 4.641], [-0.823, -0.316, 3.033], [-2.133, 2.055, 0.070], [-2.210, -1.173, -1.663]], "forces_ev_per_a": [[0.359, -0.434, -0.363], [0.165, 0.361, 0.013], [-0.660, 0.395, 0.383], [0.547, 0.241, -0.362], [0.070, -0.099, 0.031], [-0.607, -1.162, -0.333], [0.301, 0.056, -0.068], [0.884, 0.535, 0.003], [0.182, -1.502, -0.162], [-0.558, -0.802, -0.023], [-0.500, -0.166, 0.437], [-0.126, 0.359, 1.091], [0.056, -0.037, -0.368], [-0.090, 0.259, -0.056], [-0.186, -0.173, -0.164], [0.082, -0.112, 0.000], [0.103, -0.120, 0.403], [0.122, -0.269, 0.061], [0.256, 0.154, 0.196], [0.080, -0.377, -0.489], [-0.334, 1.402, 0.461], [1.036, -1.254, -0.329], [0.262, 0.279, -0.475], [-0.112, 0.185, 0.075], [-0.749, 0.302, 0.410], [-0.174, -0.411, -0.239], [0.083, 0.098, -0.288], [-0.001, -0.157, -0.184], [0.573, 0.692, -1.035], [0.293, -0.325, 2.021], [-0.399, -0.423, -0.088], [0.434, -0.806, -0.292], [0.061, -0.150, -1.061], [-0.244, -0.215, -0.268], [-0.345, -0.131, -0.113], [0.132, -0.807, 0.187], [-0.537, 0.190, 0.352], [0.084, 0.146, -0.234], [-0.003, 0.185, 0.337], [0.494, -0.041, 0.131], [0.349, 0.915, -0.066], [-0.494, 0.460, 0.201], [-0.258, -0.140, 0.215], [0.219, -0.922, 0.295], [0.303, -0.358, 0.007], [-1.550, 2.588, -0.432], [-0.028, -0.241, 0.149], [0.226, -0.100, 0.199], [0.365, 0.432, -0.175], [-0.776, -0.113, 0.237], [-0.137, -0.086, -0.291], [0.159, 0.007, 0.149], [0.339, 0.720, -2.318], [0.065, 0.191, 0.026], [0.273, -0.349, 2.614], [-0.246, -0.457, -0.633], [0.262, -0.082, -0.095], [-0.623, -0.373, -0.161], [-0.148, -0.557, 0.501], [-0.537, 0.742, -0.479], [1.202, 1.855, 0.459]]}